# 1
Here is a structure of composition C20H39Cl3MnN3O3Si from OMol25. Energies are from ωB97M-V with the def2-TZVPD basis set.

Properties
E_HOMO (alpha / beta): -8.582 / -8.585 eV
multiplicity: 5
<S²>: 6.17
Kohn-Sham gap (alpha / beta): 5.004 / 8.244 eV

Last column: Mulliken spin population.
Atoms and positions in Å:
1 H -0.86473 2.34164 -2.28558  0.0000
2 C 2.45458 -2.64808 -1.25440  -0.0043
3 C -0.37494 1.02448 -4.97679  0.0000
4 H -2.29463 0.03338 -2.68076  -0.0001
5 C 1.87409 1.65764 -3.44358  0.0016
6 C -1.57473 0.54136 1.10467  0.0402
7 C 1.57890 -0.33509 -1.98778  0.0082
8 H 3.54873 -2.76786 -1.32397  0.0004
9 C -1.00523 -5.38197 3.69436  -0.0002
10 H -1.56774 -0.41895 1.63156  -0.0017
11 H -1.45210 2.89072 -0.71784  0.0003
12 C 1.94777 -1.77195 -2.34522  -0.0103
13 C 1.92263 -2.23036 -3.61137  0.0005
14 H 0.01529 6.26366 1.54842  -0.0003
15 Mn 1.67711 0.16368 2.06429  4.1921
16 C 0.32999 2.20369 -5.22723  0.0000
17 O -1.57863 -1.88240 4.18066  0.0009
18 H -1.26945 0.77119 -5.53754  0.0000
19 C 1.48066 2.49542 -4.48256  0.0008
20 H -0.97523 -3.45963 5.36865  0.0002
21 Cl 3.51342 -0.00464 3.35170  -0.0713
22 H 1.17315 0.03232 4.51206  0.0061
23 H 1.65649 -1.55752 -4.42250  0.0000
24 C -0.71487 2.24095 -1.20416  0.0051
25 H -0.03083 1.07946 3.96416  0.0047
26 H -3.04811 -3.11489 2.31785  -0.0004
27 N -1.58600 -4.06356 3.49340  -0.0003
28 H -1.54615 -6.11986 3.08811  0.0001
29 Si -0.88935 0.44318 -0.62236  -0.0249
30 O -1.03950 2.63640 3.74695  0.0011
31 H -2.71596 4.38063 2.78300  -0.0001
32 H 0.05862 -5.40530 3.40106  0.0000
33 C 0.39299 5.26212 1.78815  -0.0001
34 H -0.45926 -0.80136 -3.79781  -0.0002
35 H 2.75142 1.85766 -2.81602  -0.0006
36 H 0.75916 3.66464 3.70635  0.0016
37 H 1.86427 -4.40686 -3.45777  0.0000
38 H 2.18124 -2.26722 -0.26503  0.0129
39 H -2.17185 3.89097 1.15196  0.0003
40 H 2.07516 3.38183 -4.67871  0.0000
41 H -1.07562 -5.63863 4.75886  0.0001
42 H -2.15028 5.61932 1.61924  0.0000
43 O 0.58804 -0.32793 -0.95505  -0.0622
44 H 0.27942 2.63820 -0.96739  -0.0015
45 H 0.00069 2.86250 -6.03039  0.0000
46 H 1.25790 5.33489 2.45948  -0.0001
47 H 2.45987 0.11177 -1.49439  0.0151
48 C -2.00370 4.59679 1.98130  -0.0004
49 H -1.43789 -3.25287 1.55258  0.0034
50 H 2.04960 -3.76006 -5.09185  0.0000
51 H 3.42788 -3.74159 -3.99070  0.0000
52 N -0.64415 4.51314 2.48520  -0.0008
53 Cl 0.43210 -1.83475 1.27970  -0.0209
54 C -2.17352 -3.76327 2.19522  0.0018
55 H -2.45969 -4.70382 1.71151  0.0006
56 C -1.36617 -3.08120 4.39833  0.0005
57 H -2.26142 -1.37601 -1.59503  0.0000
58 C 1.13201 0.51985 -3.15833  -0.0005
59 H -0.23281 -0.57333 3.85020  -0.0077
60 Cl 2.03218 1.91601 0.71261  0.0388
61 C 0.03673 0.15549 -3.95528  -0.0002
62 H -3.24289 0.04391 -1.19553  0.0002
63 C -0.28404 3.56074 3.36348  0.0025
64 H 2.00367 -3.64107 -1.37809  0.0010
65 C -2.29170 -0.28387 -1.63332  0.0008
66 H 0.71444 4.75359 0.86285  0.0008
67 C 2.33518 -3.60062 -4.04340  0.0000
68 H -1.06766 1.28921 1.72622  -0.0261
69 H -2.62212 0.85615 0.99739  0.0010
70 N 0.46756 0.18796 3.77622  -0.1087

Forces on atoms 1 to 2 (eV/Å):
0.037 -0.076 0.126
0.021 -0.256 0.403

---

# 2
Here is the molecule C17H18F2N2OS from OMol25. Energies are from ωB97M-V with the def2-TZVPD basis set.

Properties
SMILES: Cc1ccc(CNC(=S)Nc2ccc(OC(F)F)cc2C)cc1
E_HOMO: -8.189 eV
Kohn-Sham gap: 8.733 eV

Last column: Mulliken charge in e.
Atoms and positions in Å:
1 C 2.20873 2.69591 0.14267  0.9690
2 F 5.85641 -1.67546 -0.67766  -0.2593
3 H -3.30451 -4.76822 1.57440  0.3082
4 H 4.32873 2.44186 -0.03253  0.4095
5 F 4.36248 -2.17254 0.79213  -0.2761
6 C 3.34336 0.56542 0.11294  0.4560
7 C -2.58000 -2.00606 1.26512  -0.6598
8 H 0.03771 0.10719 0.51033  0.7312
9 H -2.46708 -3.84643 -1.55621  0.3228
10 C -1.45476 2.43111 -0.02700  0.0574
11 N -0.19124 2.77192 0.36207  -0.0561
12 H -2.14330 -5.25118 0.33525  0.3494
13 C 0.98237 2.02132 0.26643  -0.2707
14 H 1.97738 4.61413 1.06196  0.3676
15 C -2.70573 -0.75062 0.70468  -0.3442
16 H -2.55214 -2.11286 2.33997  0.4045
17 C -2.81040 0.79087 -1.26713  -1.4102
18 C -2.65054 -1.72056 -1.48032  -0.6949
19 C -2.49138 -3.13948 0.46269  0.8932
20 H -3.62036 1.37034 -0.81580  0.4245
21 H 3.24564 4.53828 -0.15881  0.4091
22 S -2.73199 3.26075 0.61408  -0.4240
23 H -0.73301 1.07290 -1.33859  0.3673
24 C -2.53206 -2.97883 -0.91514  -0.6971
25 O 4.57815 -0.06914 0.03260  -0.4587
26 H -2.96015 0.74597 -2.34927  0.3831
27 H 3.90585 -1.67950 -1.08071  0.3293
28 C 4.61173 -1.37616 -0.28227  0.2567
29 C -2.36964 -4.49668 1.08435  -1.4116
30 H 1.54602 4.57142 -0.64781  0.3544
31 N -1.57993 1.50250 -0.99286  -0.1537
32 C 2.13944 -0.10143 0.26456  -0.6370
33 C 3.37239 1.95405 0.06603  -0.7130
34 H -2.77969 0.12105 1.33939  0.4238
35 H 2.09374 -1.17482 0.35725  0.5285
36 H -0.14089 3.63351 0.88821  0.3223
37 C 0.96728 0.63144 0.34503  -0.5277
38 C -2.74361 -0.59430 -0.67713  0.9140
39 H -2.67731 -1.61583 -2.55595  0.3413
40 C 2.24790 4.19194 0.09345  -1.6740
41 H -1.58557 -4.50379 1.83960  0.3453

Forces on atoms 1 to 2 (eV/Å):
-0.156 -0.161 -0.084
0.282 0.189 -0.074

---

# 3
Here is a structure of composition C29H19BrN5O3V from OMol25. Energies are from ωB97M-V with the def2-TZVPD basis set.

Properties
E_HOMO (alpha / beta): -10.809 / -10.812 eV
multiplicity: 2
<S²>: 0.77
Kohn-Sham gap (alpha / beta): 5.948 / 6.481 eV
total charge: +1

Last column: Mulliken spin population.
Atoms and positions in Å:
1 C -2.62825 -1.40451 -2.97612  0.0008
2 C -5.41692 -0.79001 1.50365  -0.0067
3 C -1.82812 -0.23676 2.31477  0.0139
4 C -3.01751 -2.18699 1.35961  -0.0074
5 C 2.42841 -1.33159 3.83340  0.0013
6 C -3.01965 -0.83939 1.78163  0.0018
7 H -0.28346 4.45007 -1.44428  0.0000
8 N -1.14247 -1.68931 -1.11848  -0.0096
9 C 1.20718 -1.39142 3.01868  0.0046
10 C 0.03386 3.24488 -3.19058  -0.0005
11 H 3.03275 5.58501 -3.90070  0.0000
12 N 0.39932 -0.37432 2.93603  -0.0026
13 H 2.99035 -0.01214 -1.25810  0.0010
14 C 1.00833 -0.79614 -1.16769  -0.0065
15 C -2.30054 -1.91397 -1.70663  0.0008
16 H 4.15421 0.79098 5.82414  0.0000
17 H -3.59572 -1.63786 -3.39611  0.0001
18 O -1.84952 -2.85641 1.29833  -0.0329
19 H -4.25779 0.86827 2.19763  0.0002
20 H -6.35592 -0.25736 1.55230  -0.0002
21 C 2.03161 -0.10245 -1.74797  -0.0176
22 H 3.01139 -3.34139 3.36408  0.0005
23 C 2.74765 -0.16412 4.52762  -0.0006
24 H 2.44811 3.77691 -5.50717  0.0000
25 C 3.26738 -2.44135 3.90431  0.0011
26 H -1.90153 0.61405 2.98683  -0.0030
27 V -0.21533 -2.24712 0.94786  1.1951
28 C -4.20765 -2.83745 1.05104  -0.0063
29 H 5.64253 -1.17492 5.94922  0.0000
30 C 0.82589 3.05466 -4.31444  -0.0005
31 C 1.41956 5.09861 -2.57095  -0.0007
32 H 2.59302 1.06303 -3.47217  -0.0001
33 C 0.32882 4.27843 -2.31846  0.0002
34 N 0.36789 0.86551 -4.97814  -0.0004
35 O 0.95170 -2.52926 2.38289  -0.0073
36 C -1.72166 -0.63677 -3.65828  0.0013
37 C 2.19950 4.92501 -3.70588  0.0002
38 H -1.94083 -0.24000 -4.64095  0.0000
39 C -5.39381 -2.12946 1.11589  0.0053
40 C -0.46488 -0.38649 -3.06666  0.0009
41 H -0.81718 2.60374 -2.99830  0.0003
42 C -4.24471 -0.15871 1.85529  0.0090
43 H 5.07396 -3.24257 4.72513  0.0000
44 C 1.88009 3.91328 -4.59663  -0.0007
45 C 4.73938 -1.21958 5.35503  0.0001
46 O 1.07918 -1.43033 0.01976  -0.0713
47 C 1.79725 0.49921 -3.00543  0.0065
48 C 0.58525 0.38438 -3.63701  -0.0140
49 C 3.90311 -0.11230 5.28499  -0.0001
50 N -0.66504 -0.75905 2.13753  -0.0581
51 H -4.18670 -3.88225 0.77295  0.0001
52 H -3.01312 -2.52631 -1.17247  0.0008
53 N 0.53556 2.04574 -5.29154  -0.0019
54 H -6.32069 -2.63035 0.86934  0.0002
55 C 4.42207 -2.38167 4.66736  -0.0004
56 Br 1.83092 6.48515 -1.35891  -0.0001
57 H 2.08987 0.69173 4.46758  -0.0006
58 C -0.23705 -0.94656 -1.80485  0.0042

Forces on atoms 1 to 2 (eV/Å):
0.018 -0.024 0.069
0.043 0.136 0.052

---

# 4
Here is a cluster of 2 separate species, C2HBrCl2O in total from OMol25. Energies are from ωB97M-V with the def2-TZVPD basis set.

Properties
E_HOMO (alpha / beta): -8.808 / -8.677 eV
Kohn-Sham gap (alpha / beta): 8.038 / 7.774 eV

Last column: Mulliken charge in e.
Atoms and positions in Å:
1 Cl -1.48627 -1.03937 -1.29206  -0.0767
2 Cl 2.24741 0.51741 1.11989  -0.0915
3 O 1.55123 0.40148 -1.48084  -0.3090
4 C 1.29709 0.34529 -0.33607  0.3958
5 C -1.01311 -0.39265 0.21706  -0.3169
6 H -0.93930 -1.07206 0.94611  0.4134
7 Br -1.65706 1.23989 0.82590  -0.0151

Forces on atoms 1 to 2 (eV/Å):
-0.139 0.275 0.126
0.237 0.211 -0.173